(1)
The following is a quantum chemistry calculation of a gas-phase ion, C2H6N2P (charge +1) at a distorted geometry, from OMol25.

```
! wB97M-V def2-TZVPD RIJCOSX def2/J DEFGRID3
* xyz 1 1
N 0.62768 -0.70873 -1.26805
P 0.01392 -0.07523 0.12053
N -0.00651 1.55144 -0.21320
C -1.15497 -0.96801 1.04716
C -0.01656 -0.61637 1.83102
H 0.78476 -0.04493 -1.99849
H 0.86401 -1.78262 -1.46870
H -0.07424 1.91168 -1.15238
H 0.02586 2.21360 0.55412
H -2.20407 -1.27180 1.18382
H 0.46149 -0.69186 2.81788
*
```

Results
Orbital gap, eV: 10.87
E_tot, eV: -14431.9324
LUMO level, eV: -4.15
ΔE to the lowest compared entry with this formula, charge and spin, kJ/mol: 123.30
SMILES: NP1(=[NH2+])C=C1

Here are the Mulliken charges for atoms 1 to 4, given in e: N -0.4676; P 0.4747; N -0.4305; C -0.1265

(2)
The following is a quantum chemistry calculation of 5 unconnected molecules or ions with the total composition C41H44FN2O19S3 at a distorted geometry, from OMol25.

```
! wB97M-V def2-TZVPD RIJCOSX def2/J DEFGRID3
* xyz 1 1
C 5.65083 -1.99732 1.51948
C 5.33058 -1.29309 0.56610
C 4.61121 -0.34990 -0.49565
C 3.40532 -1.27331 -1.07175
C 3.20667 -0.87774 -2.60731
C 3.13177 -2.11224 -3.60415
F 3.34096 -1.55267 -4.91913
N 2.17538 -0.78481 -0.32831
C 2.59488 0.20493 0.74799
C 1.46791 1.03025 1.49576
C 0.75775 2.14588 0.61245
C -0.80817 1.91061 0.39172
S -1.09396 2.04195 -1.46448
C -2.23959 0.65910 -1.92244
S -2.22633 0.22572 -3.52808
N -3.04664 0.05754 -0.88703
C -3.60455 -1.25628 -1.28383
C -4.57087 -1.79221 -0.11340
O -4.57139 -0.93037 1.05686
C -5.02807 0.38783 0.64832
C -4.17395 0.99848 -0.56091
C 4.00061 0.88946 0.38015
S 4.04114 2.48243 -0.54967
C 3.26444 2.43642 -2.21264
O 5.48187 2.79763 -0.77971
O 3.52520 3.59578 0.29531
H 5.85565 -2.76101 2.32099
H 5.45074 -0.08793 -1.20133
H 3.69733 -2.35704 -0.88700
H 2.26435 -0.25746 -2.77879
H 4.10134 -0.24214 -2.91694
H 2.10075 -2.59152 -3.64338
H 3.94070 -2.88865 -3.43966
H 1.95964 -1.61716 0.25223
H 1.32295 -0.58331 -0.87219
H 2.91745 -0.52627 1.56890
H 0.65067 0.29142 1.80548
H 1.93241 1.42445 2.45214
H 0.84755 3.12467 1.19253
H 1.23771 2.33231 -0.39004
H -1.17572 0.88938 0.70215
H -1.41964 2.76210 0.83506
H -4.22168 -1.24793 -2.23073
H -2.73129 -1.98103 -1.32859
H -4.35752 -2.86599 0.14869
H -5.64246 -1.74351 -0.51834
H -6.13777 0.35084 0.36961
H -4.94423 1.03248 1.57988
H -3.78574 2.00766 -0.23875
H -4.77630 1.11171 -1.51360
H 4.76624 0.99363 1.21673
H 3.02536 3.50211 -2.52995
H 2.28274 1.87520 -2.19009
H 3.90508 1.95113 -3.01106
C -2.88759 -5.40920 0.79323
C -2.50518 -6.37678 1.63236
C -2.35502 -7.79098 1.17446
O -1.98632 -8.63923 1.96467
C -2.66683 -8.09712 -0.22272
C -3.05252 -7.13013 -1.06058
C -3.17615 -5.71213 -0.60953
O -3.51347 -4.85530 -1.41034
O -3.34702 -7.39476 -2.35364
O -2.23674 -6.11766 2.93057
H -2.99777 -4.38143 1.11232
H -2.57130 -9.12738 -0.53752
H -3.59625 -6.53569 -2.74652
H -1.98218 -6.97731 3.32113
C 4.78028 0.94360 7.15121
C 4.14937 0.56721 6.03680
C 4.60893 1.02003 4.69008
O 4.01402 0.63693 3.68974
C 5.75987 1.91552 4.62156
C 6.39222 2.29728 5.73743
C 5.95011 1.82297 7.08333
O 6.56042 2.17640 8.07248
O 7.45405 3.12481 5.69388
O 3.06415 -0.24383 6.07997
H 4.45865 0.62078 8.13221
H 6.07099 2.24992 3.64085
H 7.72993 3.24660 6.62436
H 2.79498 -0.36847 5.15084
C 5.25966 2.68410 -6.94089
C 4.59438 1.59592 -6.54537
C 3.14283 1.41806 -6.84423
O 2.58017 0.40075 -6.47961
C 2.45242 2.48855 -7.56474
C 3.11626 3.58020 -7.95872
C 4.57500 3.74582 -7.68366
O 5.14841 4.74503 -8.07377
O 2.49618 4.57991 -8.62264
O 5.20733 0.60255 -5.85462
H 6.31196 2.82377 -6.73238
H 1.39688 2.35487 -7.75909
H 3.18848 5.24827 -8.79495
H 4.51350 -0.06854 -5.69057
C -8.21350 0.91879 3.19305
C -9.51408 0.71427 3.42419
C -10.43731 1.84664 3.73620
O -11.61832 1.62203 3.92199
C -9.87010 3.19471 3.80993
C -8.56961 3.39761 3.58219
C -7.65291 2.26890 3.24350
O -6.47440 2.49725 3.02407
O -8.02710 4.63553 3.64829
O -10.04995 -0.52480 3.38459
H -7.53473 0.10785 2.96400
H -10.54504 4.00376 4.05394
H -7.07955 4.51642 3.44383
H -10.99976 -0.40502 3.58324
*
```

Results
Orbital gap, eV: 7.26
E_tot, eV: -120320.5081
LUMO level, eV: -3.77
ΔE to the lowest compared entry with this formula, charge and spin, kJ/mol: 452.64

Here are the Mulliken charges for atoms 1 to 4, given in e: C 0.0715; C -1.2497; C -0.0516; C 0.0908

(3)
The following is a quantum chemistry calculation of a single C15H19NO3Si molecule at a distorted geometry, from OMol25.

```
! wB97M-V def2-TZVPD RIJCOSX def2/J DEFGRID3
* xyz 0 1
C -3.30513 -0.22946 6.96232
C -2.50438 -0.08989 5.81731
C -1.76457 0.03341 4.85542
C -1.09004 -0.03873 3.60637
C -0.14605 0.89937 3.23714
C 0.40157 0.85409 1.98176
C 0.02933 -0.12469 1.08053
Si 0.51683 -0.05149 -0.70026
O -0.14273 -1.36112 -1.48814
C 0.63913 -1.95549 -2.49909
C 0.70016 -1.18912 -3.81298
N 1.32946 0.15230 -3.68028
C 2.72731 0.39049 -3.16008
C 2.69129 0.91019 -1.72627
O 2.17305 -0.00489 -0.85503
C 0.33542 1.25526 -3.74621
C -0.69796 1.19556 -2.62492
O -0.14773 1.30558 -1.34212
C -0.79857 -1.13790 1.48994
C -1.38191 -1.07974 2.72816
H -4.35206 -0.53115 6.72031
H -2.80540 -0.97749 7.53438
H -3.36295 0.64809 7.63510
H -0.08725 1.78615 3.86932
H 1.06904 1.63748 1.62919
H 1.63151 -2.11398 -2.03410
H 0.18995 -2.93603 -2.61726
H -0.32777 -1.02438 -4.12794
H 1.22449 -1.74674 -4.62034
H 3.30724 -0.53664 -3.19286
H 3.28845 1.09011 -3.81842
H 2.04044 1.79014 -1.68113
H 3.68986 1.24634 -1.40016
H -0.10872 1.19496 -4.73511
H 0.85649 2.20797 -3.67472
H -1.24481 0.26090 -2.69133
H -1.42514 2.03194 -2.72683
H -1.07333 -1.91425 0.80545
H -2.07452 -1.84716 3.00289
*
```

Results
Orbital gap, eV: 9.15
E_tot, eV: -31374.5452
LUMO level, eV: 0.92
ΔE to the lowest compared entry with this formula, charge and spin, kJ/mol: 0.00
SMILES: CC#Cc1ccc([Si]23OCCN(CCO2)CCO3)cc1

Here are the Mulliken charges for atoms 1 to 4, given in e: C -1.6162; C 0.5945; C -0.0791; C 0.4714

(4)
The following is a quantum chemistry calculation of a molecular structure, C13H19NSiV at a distorted geometry, from OMol25.

```
! wB97M-V def2-TZVPD RIJCOSX def2/J DEFGRID3
* xyz 0 2
C 0.90208 -1.27558 -3.50395
C -0.49522 -1.20318 -3.75665
C -1.17752 -1.90138 -2.71655
C -0.19742 -2.39308 -1.81155
C 1.08838 -2.00068 -2.29215
V -0.00002 0.00002 -1.70175
C -1.57292 1.65142 -2.61445
C -0.42692 2.04472 -3.18365
C 0.52608 2.57012 -3.92635
N 1.34078 1.01382 -1.38975
H -2.25872 -2.02288 -2.62335
H -0.96012 -0.70068 -4.60805
H -0.39022 -2.95168 -0.89435
H 2.04518 -2.21008 -1.81175
H 1.68998 -0.82488 -4.10895
H -2.24372 0.94522 -3.11925
H 2.20968 1.56142 -1.36645
H -1.91772 2.09182 -1.67225
H 0.27278 3.36802 -4.63865
H 1.56518 2.23782 -3.86025
C -1.52422 0.88002 4.09345
Si -0.00002 0.00002 3.47215
C 1.52418 0.88002 4.09325
C -0.00002 -1.76008 4.09315
C -0.00002 0.00002 1.60215
C -0.00002 0.00002 0.29825
H -1.52412 0.88002 5.20275
H -2.42972 0.35672 3.72345
H -1.52382 1.92582 3.72345
H 1.52428 0.87992 5.20265
H 2.42978 0.35672 3.72325
H 1.52388 1.92582 3.72335
H -0.90582 -2.28258 3.72315
H 0.90598 -2.28258 3.72305
H 0.00008 -1.76018 5.20255
*
```

Results
Orbital gap (spin up / spin down), eV: 7.78 / 7.83
E_tot, eV: -48840.1550
LUMO level (spin up / spin down), eV: 0.15 / -0.02
ΔE to the lowest compared entry with this formula, charge and spin, kJ/mol: 46.43
<S²>: 0.958

Here are the Mulliken charges for atoms 1 to 4, given in e: C -0.3330; C -0.5368; C -0.4457; C -0.5647

> What is the E_tot in the third record?

-31374.5452 eV

> Which of these has the lowest ΔE to the lowest compared entry with this formula, charge and spin?

C15H19NO3Si

What did the first record say?
The following is a quantum chemistry calculation of a gas-phase ion, C2H6N2P (charge +1) at a distorted geometry, from OMol25.

```
! wB97M-V def2-TZVPD RIJCOSX def2/J DEFGRID3
* xyz 1 1
N 0.62768 -0.70873 -1.26805
P 0.01392 -0.07523 0.12053
N -0.00651 1.55144 -0.21320
C -1.15497 -0.96801 1.04716
C -0.01656 -0.61637 1.83102
H 0.78476 -0.04493 -1.99849
H 0.86401 -1.78262 -1.46870
H -0.07424 1.91168 -1.15238
H 0.02586 2.21360 0.55412
H -2.20407 -1.27180 1.18382
H 0.46149 -0.69186 2.81788
*
```

Results
Orbital gap, eV: 10.87
E_tot, eV: -14431.9324
LUMO level, eV: -4.15
ΔE to the lowest compared entry with this formula, charge and spin, kJ/mol: 123.30
SMILES: NP1(=[NH2+])C=C1

Here are the Mulliken charges for atoms 1 to 4, given in e: N -0.4676; P 0.4747; N -0.4305; C -0.1265